i:
ORCA calculation (the ωB97M-V functional and the def2-TZVPD basis) on C34H36FMnN8O2S as an isolated structure.

```
83
Properties=species:S:1:pos:R:3:mulliken_spin:R:1
Mn -0.5031 0.5336 0.1511 3.0613
C -3.9891 5.6926 4.1165 -0.0001
C -2.7481 5.2452 3.3733 0.0001
C -2.4489 5.7710 2.1149 0.0002
C -1.2704 5.3942 1.4427 -0.0001
C -0.4250 4.4680 2.0529 0.0032
C -0.7101 3.9637 3.3144 -0.0016
C -1.8803 4.3604 3.9679 -0.0011
S 0.8770 3.7342 1.0484 0.0055
O 1.8018 3.0847 1.9271 0.0031
O 1.3613 4.7113 0.0945 -0.0014
N 0.0192 2.5881 0.2383 0.0006
C -0.8165 2.9433 -0.8121 -0.0314
C -0.9371 4.1571 -1.5313 0.0013
C -1.6382 4.1897 -2.7168 0.0051
C -2.2708 3.0437 -3.1388 -0.0012
C -2.2456 1.9326 -2.3260 0.0119
N -1.5269 1.8608 -1.1770 -0.0487
H -3.7448 5.6729 5.1659 0.0000
H -4.8660 5.1240 3.9057 0.0000
H -4.1724 6.7268 3.8491 0.0000
H -3.1549 6.4785 1.6258 0.0000
H -1.0547 5.7525 0.4435 0.0004
H -0.1126 3.1692 3.7077 -0.0010
H -2.1596 4.0653 4.9937 0.0000
H -0.3437 4.9606 -1.1291 0.0002
H -1.6174 5.0693 -3.3325 0.0001
H -2.7371 2.9995 -4.1272 0.0005
H -2.7580 0.9753 -2.5977 0.0020
C 0.6573 -2.8893 1.0179 0.0009
C 1.5092 -1.6909 1.2763 0.0015
N 1.1807 -0.4308 0.9646 -0.0700
C 2.2800 0.3924 1.1989 0.0268
C 3.2424 -0.3817 1.7141 -0.0096
N 2.7472 -1.6913 1.8023 0.0058
C 3.4241 -2.7930 2.4502 -0.0005
N 3.1441 -4.0797 1.8616 0.0000
N 2.2431 -4.9050 2.4625 0.0000
N 2.1351 -5.9596 1.7161 0.0000
C 2.9492 -5.8307 0.6128 -0.0002
C 3.2694 -6.7974 -0.3915 0.0001
C 4.1823 -6.3732 -1.3586 0.0000
C 4.6872 -5.0284 -1.3342 0.0000
C 4.4095 -4.1465 -0.3668 -0.0001
C 3.5848 -4.6223 0.6667 0.0003
H -0.2717 -2.5605 0.5028 -0.0027
H 0.4258 -3.4561 1.9213 0.0012
H 1.2228 -3.5599 0.3970 0.0013
H 2.2674 1.4622 1.0714 0.0110
H 4.2536 -0.1652 1.9981 -0.0003
H 3.2096 -2.8651 3.4959 0.0001
H 4.5057 -2.6410 2.3295 0.0001
H 2.7226 -7.7060 -0.3934 0.0000
H 4.4491 -7.0128 -2.2424 0.0000
H 5.2457 -4.6867 -2.1907 0.0000
H 4.8273 -3.1196 -0.4147 0.0001
C 1.5663 -2.0701 -2.5863 0.0087
H 1.9591 -2.5845 -1.7289 -0.0017
H 2.4026 -1.6759 -3.1437 0.0016
H 1.0184 -2.8193 -3.1896 0.0004
F -2.5447 1.0197 -6.4253 0.0000
C -1.7191 0.4985 -5.5170 -0.0008
C -2.0564 -0.7403 -5.0134 0.0015
C -1.3015 -1.2684 -3.9749 -0.0028
C -0.2740 -0.4886 -3.4314 -0.0185
C 0.5325 -0.9764 -2.2423 0.0879
C 0.0589 0.7227 -4.0352 -0.0030
C -0.6360 1.2047 -5.1046 -0.0001
H -2.8978 -1.2347 -5.5009 0.0000
H -1.4700 -2.2542 -3.6296 0.0004
H -0.1303 -1.4616 -1.5256 -0.0364
H 1.0431 -0.0865 -1.7695 -0.0018
H 0.9012 1.2621 -3.6302 -0.0036
H -0.3919 2.1364 -5.6485 0.0003
C -3.0635 -1.7472 3.4706 0.0011
C -3.6985 -1.6885 2.0610 0.0004
C -2.6712 -1.1385 1.2344 0.0613
N -1.7549 -0.7626 0.6752 -0.0730
H -3.7663 -2.1410 4.2086 -0.0001
H -2.7776 -0.7296 3.8093 -0.0005
H -2.1639 -2.3409 3.4459 0.0002
H -4.6285 -1.0718 2.0316 -0.0001
H -3.9673 -2.6933 1.7477 0.0041
```

Results
**Molecular weight**: 694.719 g/mol
**Multiplicity**: 4
**Highest occupied orbital energy (spin up / spin down)**: -10.723 / -10.763 eV
**Charge**: +1
**⟨S²⟩**: 3.77
**Kohn-Sham gap (spin up / spin down)**: 8.38 / 8.14 eV



ii:
ORCA calculation (the ωB97M-V functional and the def2-TZVPD basis) on C34H36FMnN8O2S as an isolated structure.

```
83
Properties=species:S:1:pos:R:3:mulliken_spin:R:1
Mn 10.8043 15.8595 13.5025 2.9124
C 6.8819 20.9110 18.2183 0.0000
C 8.1447 20.4008 17.5947 0.0000
C 9.1926 21.2634 17.2286 -0.0001
C 10.2665 20.7995 16.5203 -0.0006
C 10.3367 19.4257 16.2346 0.0084
C 9.3687 18.5074 16.6994 0.0033
C 8.2831 19.0427 17.3711 -0.0006
S 11.6758 18.7845 15.2479 -0.0070
O 12.4536 17.9180 16.0919 0.0034
O 12.2947 19.9033 14.5843 -0.0033
N 10.9918 17.7771 14.1619 0.0579
C 10.0466 18.1997 13.2531 0.0132
C 9.5149 19.4887 12.9295 -0.0070
C 8.4671 19.5275 12.0102 0.0106
C 8.0065 18.3636 11.4047 0.0035
C 8.6337 17.2039 11.6675 0.0281
N 9.6054 17.1224 12.5849 -0.0771
H 7.0761 21.8027 18.8279 0.0000
H 6.3576 20.1828 18.8239 0.0000
H 6.1949 21.2571 17.4420 0.0000
H 9.1078 22.3193 17.4475 0.0002
H 11.1196 21.4713 16.2915 0.0003
H 9.4915 17.4475 16.5706 -0.0025
H 7.4548 18.3645 17.7027 -0.0002
H 9.9535 20.3832 13.3571 -0.0002
H 8.0946 20.5067 11.7734 0.0007
H 7.1685 18.3658 10.7224 0.0003
H 8.4514 16.2586 11.1600 -0.0004
C 11.5413 12.8256 15.2474 0.0096
C 12.5901 13.8614 15.0791 0.0091
N 12.4197 14.9931 14.4117 -0.0872
C 13.5756 15.7161 14.5236 0.0284
C 14.4678 15.0114 15.2818 0.0063
N 13.8384 13.8412 15.6163 0.0003
C 14.3702 12.9136 16.6093 -0.0005
N 14.3040 11.5473 16.2238 -0.0002
N 13.3048 10.8139 16.7694 0.0000
N 13.2596 9.6971 16.1937 0.0000
C 14.2888 9.6284 15.2680 -0.0001
C 14.6681 8.5539 14.4163 0.0000
C 15.7086 8.7945 13.5751 0.0000
C 16.3599 10.0530 13.5100 0.0000
C 15.9712 11.0974 14.3398 0.0000
C 14.9464 10.8433 15.2607 0.0000
H 10.6718 13.0407 14.5909 -0.0035
H 11.1590 12.8207 16.2692 0.0023
H 11.9070 11.8178 14.9727 0.0017
H 13.6524 16.7282 14.1659 -0.0009
H 15.4178 15.2399 15.6596 0.0001
H 13.8045 12.9643 17.5470 0.0002
H 15.4088 13.2352 16.7750 -0.0001
H 14.1617 7.5949 14.4778 0.0000
H 16.1049 8.0219 12.9379 0.0000
H 17.1631 10.1376 12.7776 0.0000
H 16.4318 12.0511 14.2277 0.0001
C 12.2454 13.1879 11.3592 0.0054
H 12.6322 12.8187 12.3230 0.0033
H 13.1310 13.5482 10.8203 0.0006
H 11.7733 12.3618 10.8359 0.0010
F 8.9117 16.1742 6.7937 -0.0001
C 9.4464 15.6862 7.9344 -0.0006
C 8.9346 14.5414 8.5285 0.0011
C 9.5511 14.1133 9.7293 -0.0052
C 10.6364 14.8209 10.2773 -0.0145
C 11.3226 14.3738 11.5291 0.1010
C 11.1607 15.9411 9.5969 -0.0087
C 10.5662 16.3634 8.4209 0.0008
H 8.0770 14.0257 8.1334 0.0001
H 9.1379 13.2283 10.1812 -0.0001
H 10.5636 14.1524 12.3695 -0.0094
H 11.9592 15.2491 11.8116 -0.0195
H 12.0002 16.4976 10.0065 -0.0041
H 10.8780 17.2753 7.9260 0.0001
C 9.1272 14.2159 19.1617 0.0001
C 8.2514 15.0178 18.1465 -0.0007
C 8.6891 14.9433 16.7295 0.0135
N 9.0631 15.0111 15.6484 0.0268
H 9.0195 14.6623 20.1366 0.0001
H 10.1754 14.2382 18.8698 0.0000
H 8.7649 13.1911 19.1959 0.0000
H 8.3097 16.0926 18.3753 0.0004
H 7.1962 14.7495 18.2051 0.0002
```

Results
**Molecular weight**: 694.719 g/mol
**Multiplicity**: 4
**Highest occupied orbital energy (spin up / spin down)**: -11.070 / -11.165 eV
**Charge**: +1
**⟨S²⟩**: 3.77
**Kohn-Sham gap (spin up / spin down)**: 8.69 / 8.79 eV



Name the most stable of them. ii.



i:
ORCA calculation (the ωB97M-V functional and the def2-TZVPD basis) on one molecule with the formula C20H24N2O6.

```
52
Properties=species:S:1:pos:R:3:mulliken_charge:R:1
N 1.3871 0.9827 1.2877 -0.3155
C 2.0743 1.8478 0.5396 0.5333
O 1.5824 2.8796 0.0928 -0.8593
C 3.5125 1.5158 0.2998 0.3937
C 4.4709 2.5041 0.4647 -0.4017
C 5.8075 2.2436 0.2207 -0.7039
C 6.1865 0.9859 -0.2116 -0.5630
C 5.2417 -0.0076 -0.4075 -0.5714
C 3.8989 0.2448 -0.1544 0.4649
O 2.9032 -0.6733 -0.3289 -0.1708
C 3.1452 -1.8159 -1.1283 -0.8665
C 1.7887 -2.4224 -1.5261 -0.6076
O 1.2995 -3.3676 -0.6111 -0.4659
C 0.8578 -2.8500 0.6274 -0.3647
C -0.5274 -2.1921 0.5901 -0.0073
O -1.5065 -3.1939 0.8000 -0.4292
C -2.7338 -2.7226 1.2770 -0.8036
C -3.5810 -1.9599 0.2464 -0.6044
O -3.0389 -0.6659 0.0794 -0.1510
C -3.8496 0.3852 -0.1819 0.5391
C -5.1656 0.2790 -0.6246 -0.6535
C -5.9169 1.4150 -0.8691 -0.6001
C -5.3710 2.6730 -0.6899 -0.7951
C -4.0534 2.7889 -0.2843 -0.3680
C -3.2825 1.6628 -0.0314 0.2439
C -1.8593 1.8034 0.4070 0.5980
N -1.1560 2.7206 -0.2670 -0.2120
O -1.3766 1.1413 1.3181 -0.7970
H 1.8095 0.1172 1.5706 0.1879
H 0.3695 1.0890 1.4012 0.4024
H 4.1466 3.4819 0.7869 0.4493
H 6.5464 3.0171 0.3617 0.3887
H 7.2263 0.7690 -0.4065 0.3971
H 5.5585 -0.9804 -0.7504 0.4087
H 3.7298 -2.5627 -0.5751 0.3764
H 3.6922 -1.5276 -2.0338 0.6584
H 1.0802 -1.5982 -1.6797 0.2362
H 1.9060 -2.9734 -2.4618 0.3998
H 1.5910 -2.1375 1.0198 0.1586
H 0.8029 -3.7161 1.2910 0.3522
H -0.6940 -1.6911 -0.3711 0.0646
H -0.6014 -1.4322 1.3782 0.2843
H -2.5821 -2.0620 2.1438 0.3658
H -3.2847 -3.6144 1.5874 0.3686
H -3.5764 -2.4961 -0.7114 0.3148
H -4.6058 -1.9060 0.6297 0.5941
H -5.6099 -0.6900 -0.7916 0.3976
H -6.9378 1.3100 -1.2050 0.3952
H -5.9633 3.5565 -0.8710 0.3961
H -3.6219 3.7681 -0.1337 0.4914
H -0.1560 2.8656 -0.0706 0.2383
H -1.5633 3.2107 -1.0434 0.2125
```

Results
**Molecular weight**: 388.420 g/mol
**Highest occupied orbital energy**: -8.761 eV
**Kohn-Sham gap**: 9.57 eV
**SMILES**: NC(=O)c1ccccc1OCCOCCOCCOc1ccccc1C(N)=O



ii:
ORCA calculation (the ωB97M-V functional and the def2-TZVPD basis) on one molecule with the formula C20H24N2O6.

```
52
Properties=species:S:1:pos:R:3:mulliken_charge:R:1
O -3.7111 -1.6562 -0.8355 -0.6960
C -3.1577 -0.5878 -0.9197 -0.3302
C -1.7319 -0.3299 -1.3652 0.2159
C -0.7491 -1.0525 -0.4109 -0.3460
C -0.9881 -0.4978 0.9608 -0.7210
C -0.8378 0.8152 1.0637 -0.9643
C -0.4527 1.5059 -0.2093 -0.1964
C -1.5530 1.1833 -1.2502 0.0370
C -2.8907 1.7012 -0.7565 0.0070
O -3.1967 2.8401 -0.5284 -0.6522
N -3.7278 0.6171 -0.5901 0.2244
C -5.0819 0.7355 -0.0838 -1.0470
C -5.2460 0.0234 1.2672 -0.4065
C -6.4568 -0.9187 1.2497 -0.6473
O -6.5017 -1.7289 0.1070 -0.5284
C 0.8325 0.8728 -0.7551 -0.8425
C 1.9662 0.6535 0.2755 0.5839
C 3.3392 0.9401 -0.2831 -0.3054
O 3.8734 2.0103 -0.4156 -0.6551
N 3.8710 -0.2608 -0.7023 0.2110
C 5.2265 -0.3798 -1.1925 -1.0455
C 6.1871 -0.7481 -0.0606 -0.5653
C 6.1958 0.2947 1.0551 -0.5420
O 5.0030 0.1754 1.8097 -0.5107
C 3.0744 -1.3602 -0.4645 -0.3494
O 3.3638 -2.4899 -0.7592 -0.6489
C 1.7906 -0.8608 0.1543 0.2071
C 0.6553 -0.6516 -0.8766 -0.5747
H -1.5930 -0.7057 -2.3812 0.5236
H -0.8970 -2.1317 -0.4584 0.7576
H -1.2726 -1.1460 1.7726 0.4391
H -0.9879 1.3785 1.9691 0.3740
H -0.3518 2.5844 -0.0863 0.7210
H -1.3044 1.6624 -2.1996 0.5275
H -5.7578 0.2761 -0.8124 0.5667
H -5.2941 1.8029 -0.0118 0.4020
H -4.3495 -0.5678 1.4673 0.1628
H -5.3578 0.7416 2.0788 0.4408
H -6.4414 -1.5345 2.1621 0.3172
H -7.3859 -0.3406 1.2437 0.3445
H -5.6041 -2.0352 -0.1007 0.3786
H 1.1526 1.3898 -1.6608 0.5224
H 1.8156 1.1289 1.2414 0.7600
H 5.4990 0.5845 -1.6283 0.4452
H 5.2402 -1.1584 -1.9589 0.3822
H 5.8868 -1.7074 0.3634 0.3043
H 7.1927 -0.8423 -0.4703 0.4022
H 7.0659 0.1243 1.7050 0.4259
H 6.2713 1.3014 0.6230 0.3008
H 4.9935 0.8657 2.4800 0.2915
H 1.5194 -1.4359 1.0361 0.7335
H 0.8643 -1.0802 -1.8578 0.5650
```

Results
**Molecular weight**: 388.420 g/mol
**Highest occupied orbital energy**: -9.902 eV
**Kohn-Sham gap**: 10.45 eV
**SMILES**: O=C1[C@@H]2[C@@H]3C=C[C@H]([C@@H]2C(=O)N1CCCO)[C@H]1[C@@H]2C(=O)N(CCCO)C(=O)[C@@H]2[C@@H]31



Name the most stable of them. ii.